{"formula": "C4H13N3", "method": "ωB97M-V/def2-TZVPD", "molar_mass_da": 103.169, "smiles": "N/C=C(\\[NH3+])CC[NH3+]", "e_above_lowest_kcal_mol": 61.9, "charge": 2, "species": ["N", "C", "C", "N", "C", "C", "N", "H", "H", "H", "H", "H", "H", "H", "H", "H", "H", "H", "H", "H"], "positions_angstrom": [[-1.53109, 2.40997, -0.07085], [-1.30411, 1.09189, -0.13893], [-0.45009, 0.36754, 0.67876], [0.37183, 0.85735, 1.75013], [-0.12150, -1.06434, 0.17956], [1.18388, -1.08185, -0.64327], [1.31572, -2.26665, -1.61713], [-1.94100, 2.95252, -0.85068], [-1.39015, 2.89504, 0.75919], [-2.04520, 0.52448, -0.87389], [0.86236, 1.59871, 1.36093], [1.05057, 0.07821, 2.15815], [-0.14942, 1.21898, 2.61054], [-1.02956, -1.45958, -0.38521], [0.13308, -1.63045, 1.12500], [1.44967, -0.13178, -1.14609], [2.07956, -1.25542, -0.01863], [0.88516, -3.11539, -1.27977], [0.76071, -2.04593, -2.49829], [2.38999, -2.51355, -1.85302]], "mulliken_charge": [-0.38, -0.15, -0.07, -0.26, -0.89, -0.54, -0.38, 0.24, 0.18, 0.27, 0.37, 0.41, 0.39, 0.47, 0.39, 0.43, 0.33, 0.35, 0.40, 0.43]}



{"formula": "C4H13N3", "method": "ωB97M-V/def2-TZVPD", "molar_mass_da": 103.169, "smiles": "N/C=[NH+]\\CCC[NH3+]", "e_above_lowest_kcal_mol": 18.6, "charge": 2, "species": ["N", "C", "N", "C", "C", "C", "N", "H", "H", "H", "H", "H", "H", "H", "H", "H", "H", "H", "H", "H"], "positions_angstrom": [[0.07699, 2.81433, 1.27753], [-0.40112, 2.65681, 0.08372], [-0.15380, 1.68170, -0.79375], [0.80369, 0.61218, -0.71649], [0.53191, -0.59660, 0.20838], [-0.54227, -1.54761, -0.35892], [-0.23942, -2.98834, 0.08320], [-0.30058, 3.38410, 2.03284], [0.78429, 2.13603, 1.53951], [-1.27693, 3.25474, -0.18827], [-0.77069, 1.64894, -1.59727], [0.84188, 0.14195, -1.71263], [1.81087, 1.02290, -0.46708], [0.02715, -0.23256, 1.13308], [1.42761, -1.04389, 0.66073], [-1.55812, -1.25802, -0.13125], [-0.60454, -1.63747, -1.44955], [-1.01041, -3.65483, -0.08251], [0.06171, -3.12718, 1.05169], [0.49176, -3.26716, -0.57297]], "mulliken_charge": [-0.26, 0.12, -0.05, -1.21, -0.14, -0.74, -0.32, 0.29, 0.23, 0.38, 0.29, 0.50, 0.37, 0.28, 0.45, 0.34, 0.38, 0.37, 0.34, 0.39]}



{"formula": "C4H13N3", "method": "ωB97M-V/def2-TZVPD", "s_squared": 2.01, "molar_mass_da": 103.169, "e_above_lowest_kcal_mol": 66.6, "charge": 2, "multiplicity": 3, "species": ["C", "C", "C", "C", "N", "N", "N", "H", "H", "H", "H", "H", "H", "H", "H", "H", "H", "H", "H", "H"], "positions_angstrom": [[-0.47987, 1.27781, -1.00616], [0.19143, -0.88204, -0.08390], [0.13824, -3.37179, 2.36798], [0.55050, -1.65089, -1.24093], [-0.22982, 0.32404, 0.08471], [0.15884, 2.59088, -0.69919], [-0.53952, 2.95972, 0.47279], [-0.11946, 0.65015, -1.91902], [-1.62724, 1.29335, -1.07795], [0.58493, -4.06576, 1.79300], [-0.82184, -3.30699, 2.01273], [0.71680, -2.96911, 3.26518], [1.27485, -2.33114, -0.85866], [0.55695, -1.02005, -2.11912], [-0.09891, -2.50280, -1.43409], [-0.43485, 0.81169, 0.93769], [1.08947, 2.60095, -0.37864], [0.19591, 3.35603, -1.41032], [-1.46926, 3.16272, 0.11364], [-0.19304, 3.77249, 0.97867]], "mulliken_charge": [-0.42, 0.59, -1.18, -1.00, -0.12, 0.07, -0.60, 0.22, 0.36, 0.40, 0.48, 0.33, 0.38, 0.41, 0.39, 0.37, 0.35, 0.37, 0.29, 0.32]}



{"formula": "C4H13N3O", "method": "ωB97M-V/def2-TZVPD", "s_squared": 0.75, "molar_mass_da": 119.168, "e_above_lowest_kcal_mol": 64.7, "charge": -1, "multiplicity": 2, "species": ["C", "N", "C", "O", "H", "H", "H", "H", "H", "H", "C", "C", "N", "N", "H", "H", "H", "H", "H", "H", "H"], "positions_angstrom": [[1.53302, 2.41396, 2.38755], [2.22016, 1.27655, 1.78460], [1.23379, 0.57568, 0.83922], [0.69757, 1.56268, 0.00835], [1.22066, 3.19746, 1.67156], [2.13332, 2.85340, 3.20582], [0.58041, 2.09084, 2.84511], [2.90423, 1.66146, 1.14800], [0.51375, 0.05374, 1.52489], [1.65257, -0.25118, 0.23036], [-1.12036, -0.63144, -1.28881], [-1.69698, -1.67135, -1.95454], [-1.57398, -3.01230, -1.20924], [-0.83776, 0.56479, -1.69417], [-0.79423, -0.97243, -0.29750], [-2.15969, -1.89095, -2.90673], [-0.82236, -3.53323, -1.63905], [-1.48515, -2.88819, -0.19361], [-2.41700, -3.57895, -1.33922], [-1.60112, 1.00091, -2.20802], [-0.18085, 1.17855, -0.91458]], "mulliken_charge": [-0.68, -0.52, -0.38, -0.78, 0.23, 0.29, 0.22, 0.27, 0.22, 0.26, 0.44, -1.05, -2.67, -0.49, -0.45, 0.45, 0.99, 0.70, 1.32, 0.20, 0.44]}



{"formula": "C4H13N3O", "method": "ωB97M-V/def2-TZVPD", "molar_mass_da": 119.168, "smiles": "NC(N)[C@@H]([NH3+])[O-].C=C", "e_above_lowest_kcal_mol": 85.1, "species": ["N", "C", "N", "C", "N", "O", "H", "H", "H", "H", "H", "H", "H", "H", "H", "C", "C", "H", "H", "H", "H"], "positions_angstrom": [[-1.57433, -1.81256, 0.73707], [-0.41155, -0.98712, 1.03038], [-0.13532, -0.89679, 2.45955], [-0.67329, 0.42018, 0.43834], [-0.97225, 0.11484, -1.21506], [-1.53172, 1.16022, 0.93802], [-1.49774, -2.69247, 1.23670], [-2.40209, -1.33081, 1.08012], [0.46105, -1.43936, 0.54633], [0.76770, -0.46530, 2.62584], [-0.83814, -0.29330, 2.88595], [0.43465, 0.89880, 0.21816], [-1.25898, -0.85768, -1.29077], [-1.72270, 0.73494, -1.49918], [-0.05545, 0.34865, -1.76810], [1.68719, 0.96375, -2.02882], [1.85125, 1.31085, -0.71539], [2.10572, 0.04122, -2.40916], [1.46841, 1.71801, -2.77312], [2.48866, 0.71146, -0.07674], [1.80892, 2.35246, -0.42012]], "mulliken_charge": [-0.69, -0.17, -0.72, 0.84, -0.49, -0.74, 0.26, 0.24, 0.43, 0.27, 0.29, -0.40, 0.37, 0.30, 0.26, -0.82, -0.46, 0.34, 0.36, 0.27, 0.26]}



{"formula": "C4H13N3O", "method": "ωB97M-V/def2-TZVPD", "molar_mass_da": 119.168, "e_above_lowest_kcal_mol": 115.2, "species": ["C", "C", "N", "H", "H", "H", "H", "H", "H", "H", "C", "N", "N", "C", "O", "H", "H", "H", "H", "H", "H"], "positions_angstrom": [[1.03688, 0.89689, 0.23398], [2.31608, 0.14135, 0.52488], [1.34348, 2.25666, -0.23908], [1.84099, 2.21597, -1.12446], [0.49487, 2.79044, -0.40360], [0.43063, 0.99674, 1.13865], [0.32747, 0.69014, -0.93576], [2.98667, 0.70831, 1.17763], [2.10652, -0.80814, 1.01970], [2.85592, -0.06977, -0.40541], [-2.45476, -0.24948, -0.14142], [-1.28782, -1.11253, -0.20416], [-1.03436, -1.98273, 0.87247], [-0.20812, -0.78115, -0.95649], [-0.31527, 0.06002, -1.95069], [-1.03069, -1.46527, 1.74931], [-1.76294, -2.68831, 0.91006], [0.60071, -1.50940, -0.86639], [-3.35884, -0.85723, -0.07876], [-2.40143, 0.41789, 0.72777], [-2.48598, 0.34961, -1.04819]], "mulliken_charge": [0.30, -1.49, -0.75, 0.27, 0.27, 0.24, 0.19, 0.40, 0.36, 0.31, -0.94, 0.32, -0.69, -0.07, -0.76, 0.24, 0.25, 0.55, 0.32, 0.31, 0.35]}